# C7H14N2Si

An isolated molecule of C7H14N2Si in a non-equilibrium geometry (the ωB97M-V functional and the def2-TZVPD basis, OMol25).

Element x y z (Å)
C  2.83  0.65  -2.02
C  2.23  0.58  -0.79
C  1.54  -1.08  -2.06
C  -0.77  1.60  0.53
C  -2.02  -0.39  -0.22
C  -1.57  -0.33  2.21
C  -1.05  0.11  0.84
N  2.39  -0.39  -2.79
N  1.46  -0.56  -0.83
Si  0.47  -0.96  0.58
H  3.65  1.45  -2.30
H  2.28  1.27  0.04
H  1.08  -2.03  -2.24
H  0.02  1.92  1.36
H  -0.34  1.65  -0.42
H  -1.56  2.36  0.45
H  -2.36  -1.38  -0.12
H  -1.54  -0.28  -1.26
H  -2.84  0.34  -0.22
H  -1.20  -1.30  2.44
H  -1.28  0.31  3.05
H  -2.57  -0.25  2.06
H  1.35  -1.06  1.76
H  -0.20  -2.23  -0.08

Summary:
SMILES string   CC(C)(C)[SiH2]n1ccnc1
Net charge   0
Total energy   -18342.9918 eV
Gap between HOMO and LUMO   9.524 eV
Energy above the lowest of the compared OMol25 structures with the same formula, charge and spin   212.0 kJ/mol

These are the natural (NBO) partial charges, in e, on atoms 1 to 8: C -0.077; C -0.140; C 0.170; C -0.601; C -0.615; C -0.606; C -0.477; N -0.467